Entry 1:
Entry from the OMol25 dataset: a molecular structure, C45H59BrIrN5O3P2 (ωB97M-V with the def2-TZVPD basis set).

- Kohn-Sham gap (alpha / beta) (eV) = 4.80 / 4.84
- E_LUMO (alpha / beta) (eV) = -7.53 / -7.49
- HOMO (alpha / beta) (eV) = -12.329 / -12.329

```
! wB97M-V def2-TZVPD RIJCOSX def2/J DEFGRID3
* xyz 2 1
Ir -0.8696 -0.1882 -0.2831
C -2.9085 -4.3478 -1.9207
C -2.6781 -2.8465 -1.7196
C -4.0105 -2.1010 -1.6670
P -1.6233 -2.4103 -0.2618
C -0.1239 -3.7730 -0.4387
C -0.4913 -4.7892 0.6376
C 1.1130 -2.9439 -0.1674
C -2.6546 -2.3119 1.2095
C -3.3381 -3.3633 1.8016
C -3.8513 -3.2582 3.0956
C -4.6189 -4.3826 3.7229
C -3.5821 -2.0882 3.8026
C -2.9444 -1.0095 3.2110
C -2.5545 -1.0810 1.8765
N -2.0532 0.0515 1.1366
C -2.5483 1.3401 1.5277
C -3.7001 1.5286 2.2971
C -4.0160 2.7900 2.7687
C -3.2305 3.9004 2.4709
C -3.5376 5.2504 3.0429
C -2.1899 3.7277 1.5546
C -1.8673 2.4785 1.0623
P -0.7858 2.1585 -0.3466
C 0.7539 3.1725 -0.2127
C 0.6574 4.5970 -0.7621
C 1.2576 3.1921 1.2412
C -1.7608 2.8514 -1.7456
C -1.0602 2.5450 -3.0716
C -3.1846 2.2946 -1.7563
H -3.4864 -4.5073 -2.8316
H -1.9879 -4.9181 -2.0157
H -3.4831 -4.7752 -1.0967
H -2.0897 -2.4629 -2.5621
H -4.6321 -2.4725 -0.8508
H -3.8687 -1.0279 -1.5242
H -4.5608 -2.2506 -2.5964
H -0.3732 -4.0251 -1.4613
H -0.0925 -4.4773 1.6014
H -1.5624 -4.9481 0.7356
H -0.0604 -5.7657 0.3974
H 0.9230 -2.1838 0.5800
H 1.8975 -3.5912 0.2392
H 1.4958 -2.4648 -1.0652
H -3.4553 -4.2966 1.2656
H -4.4009 -5.3339 3.2409
H -4.3941 -4.4693 4.7848
H -5.6918 -4.2013 3.6313
H -3.8863 -2.0128 4.8391
H -2.7186 -0.1332 3.8007
H -4.3724 0.7105 2.5016
H -4.9005 2.9145 3.3804
H -4.1193 5.1694 3.9586
H -2.6229 5.8015 3.2577
H -4.1182 5.8424 2.3318
H -1.6410 4.5988 1.2184
H 1.4730 2.6229 -0.8341
H -0.1237 5.1738 -0.2663
H 1.6044 5.1070 -0.5799
H 0.4711 4.6248 -1.8344
H 0.8080 4.0268 1.7797
H 1.0093 2.2902 1.8034
H 2.3400 3.3305 1.2663
H -1.8048 3.9321 -1.5849
H -1.1778 1.4880 -3.3154
H -1.5177 3.1247 -3.8737
H 0.0067 2.7785 -3.0597
H -3.1705 1.2026 -1.7767
H -3.7627 2.6167 -0.8901
H -3.7025 2.6401 -2.6518
C 0.1263 -2.6094 3.6977
O 0.6489 -1.7045 2.7328
C 1.8707 -1.1595 3.0097
C 2.6006 -1.4280 4.1559
C 3.8201 -0.7908 4.3636
Br 4.7725 -1.1529 5.9493
C 4.3374 0.0864 3.4392
C 3.6219 0.3371 2.2675
C 2.3839 -0.2621 2.0682
O 1.6043 0.0485 0.9660
C 4.2039 1.2492 1.2701
N 5.0354 2.2040 1.5463
C 5.3706 2.7749 0.3249
C 6.2450 3.8233 0.0459
C 6.4106 4.1860 -1.2754
C 5.7230 3.5295 -2.3074
C 4.8564 2.4843 -2.0469
C 4.7025 2.1205 -0.7141
N 3.9251 1.1539 -0.0881
H 0.7984 -3.4569 3.8506
H -0.8215 -2.9646 3.2989
H -0.0465 -2.1085 4.6530
H 2.2349 -2.1145 4.9036
H 5.2844 0.5834 3.5917
H 1.9421 0.8835 0.6138
H 6.7805 4.3182 0.8443
H 7.0898 4.9885 -1.5277
H 5.8798 3.8474 -3.3293
H 4.3385 1.9769 -2.8510
H 3.5342 0.3399 -0.5331
N 0.2278 -0.4697 -2.0136
C 0.6845 -0.5260 -3.0767
N 1.1845 -0.5660 -4.2727
C 2.6100 -0.2613 -4.5168
C 3.3597 -1.5737 -4.6783
O 2.7863 -2.3459 -5.7113
C 1.4398 -2.6844 -5.4550
C 0.5830 -1.4365 -5.3077
H 3.0031 0.3399 -3.6989
H 2.6599 0.3152 -5.4410
H 3.3436 -2.1350 -3.7327
H 4.3951 -1.3854 -4.9564
H 1.3713 -3.2946 -4.5425
H 1.0963 -3.2779 -6.3002
H -0.4415 -1.6780 -5.0287
H 0.5740 -0.8659 -6.2365
*
```


Entry 2:
Entry from the OMol25 dataset: 10 unconnected molecules or ions with the total composition H20O10 (ωB97M-V with the def2-TZVPD basis set).

- Kohn-Sham gap (eV) = 10.66
- E_LUMO (eV) = -0.69
- HOMO (eV) = -11.347
- structure (SMILES) = O.O.O.O.O.O.O.O.O.O

```
! wB97M-V def2-TZVPD RIJCOSX def2/J DEFGRID3
* xyz 0 1
H 0.4798 0.0152 0.3191
H -0.8542 0.7205 0.9226
H 1.5005 3.6838 -0.4814
H 0.5937 4.7731 -0.4665
H 1.2856 -1.0973 -2.2105
H 0.3438 -0.2829 -2.9780
H -3.4408 -3.0533 1.3682
H -4.1712 -2.6395 2.7497
H 2.9663 1.2604 -0.8249
H 2.3577 2.1132 -1.8209
H -1.5768 2.2013 -0.7129
H -2.4255 0.8472 -0.5961
H 0.1582 0.4113 3.1492
H -0.1794 1.7040 2.7105
H 2.5804 -3.0707 1.3859
H 1.9203 -4.4339 1.1404
H -3.4553 -0.5399 -0.2495
H -4.1776 0.3192 -1.2713
H 3.1380 -1.3196 -0.2719
H 2.3916 -2.3062 -1.2028
O 0.0516 0.8302 0.4861
O 1.2094 4.4263 -1.0433
O 0.4316 -1.1694 -2.5693
O -3.9320 -2.3372 1.9036
O 2.9426 2.1406 -1.0394
O -1.8259 1.4181 -1.2037
O 0.2198 1.2630 3.4811
O 2.7310 -3.9738 1.0677
O -4.2738 -0.3855 -0.6016
O 3.0108 -1.5180 -1.1399
*
```


Entry 3:
Entry from the OMol25 dataset: 7 unconnected molecules or ions with the total composition CH16O6 (ωB97M-V with the def2-TZVPD basis set).

- Kohn-Sham gap (eV) = 11.05
- E_LUMO (eV) = 0.16
- HOMO (eV) = -10.893
- structure (SMILES) = C.O.O.O.O.O.O

```
! wB97M-V def2-TZVPD RIJCOSX def2/J DEFGRID3
* xyz 0 1
C 1.1275 4.6938 4.7028
H 2.0622 5.1912 4.9509
H 0.5010 4.9945 3.8765
H 0.7019 4.5048 5.6888
H 1.4499 3.6848 4.3902
H 1.1070 1.6360 0.2778
H 1.9034 0.4583 -0.0336
O 1.3915 1.1460 -0.4796
H -2.4027 -0.7686 -0.6929
H -3.6046 -1.6784 -0.5337
O -2.8003 -1.5623 -1.0976
H -2.8133 -2.2464 -4.6850
H -2.6383 -2.0014 -3.1796
O -2.2075 -1.9771 -4.0314
H 0.6452 -1.8099 0.6607
H 2.1400 -1.9495 1.0741
O 1.3707 -1.3426 1.0432
H 1.4956 -0.5850 -2.4823
H 0.5444 -0.3558 -3.6770
O 1.3564 -0.8236 -3.4210
H 0.1729 -3.4165 -1.0729
H -1.1274 -2.7281 -0.8913
O -0.3755 -3.0641 -0.3870
*
```


Entry 4:
Entry from the OMol25 dataset: 2 unconnected molecules or ions with the total composition C9H12NO3S (ωB97M-V with the def2-TZVPD basis set).

- Kohn-Sham gap (eV) = 6.87
- E_LUMO (eV) = 3.20
- HOMO (eV) = -3.668

```
! wB97M-V def2-TZVPD RIJCOSX def2/J DEFGRID3
* xyz -1 1
C -0.2533 3.4603 1.9397
C 0.7279 3.2444 2.8209
C -0.5362 2.3478 1.0816
C -2.4730 -0.9023 -2.1134
C 0.7761 -2.6220 0.3523
C 1.7529 -0.9325 -1.1657
C -0.7090 -0.7171 -0.2921
C -1.3616 -0.2118 -1.5590
C 0.4324 -1.6138 -0.7611
N 0.2793 1.3568 1.3146
O -3.5921 -1.3219 -2.1366
O -1.4010 2.3678 0.2149
O -1.3704 -1.1490 -2.7807
S 1.4079 1.7123 2.4445
H -0.8422 4.3191 1.8853
H 1.2646 3.8915 3.5914
H 0.8812 -2.0733 1.1815
H -0.0968 -3.2551 0.4911
H 1.7469 -3.1822 0.1679
H 1.9299 -0.3512 -0.2025
H 1.6359 -0.3368 -2.0845
H 2.5910 -1.6786 -1.2933
H -1.3483 -1.1915 0.3141
H -0.2861 0.1698 0.2353
H -1.2756 0.7825 -2.0032
H 0.1195 -2.1131 -1.6431
*
```


Energy above the lowest of the compared OMol25 structures with the same formula, charge and spin per entry: 0.0, 489.4, 102.2, 127.7 kJ/mol
Max |F| per entry: 4.047, 5.066, 2.477, 5.613 eV/A
Total energy per entry: -152662.1686, -20797.5401, -13581.5563, -27994.2764 eV